DFT (ωB97M-V/def2-TZVPD) results for 3 unconnected molecules or ions with the total composition C4H12NO2 at a distorted geometry.

CARTESIAN COORDINATES (ANGSTROEM)
1 O 1.58101 5.87392 -3.73782
2 O -1.62544 0.99020 -0.98153
3 N 1.03429 -1.70771 -0.14365
4 C 0.29339 -2.33996 -0.96407
5 C -0.43887 -1.26096 1.65546
6 C -0.88535 -1.13314 3.05891
7 C 0.78532 -1.57647 1.24606
8 H -0.68660 -2.73437 -0.72532
9 H 1.86741 -1.27886 -0.54360
10 H -1.91638 -0.84460 3.21705
11 H -0.95213 1.52687 -1.36839
12 H -0.57007 -1.98289 3.66772
13 H 0.59198 -2.54120 -1.98250
14 H 1.60250 -1.84216 1.89979
15 H -2.50947 1.35244 -1.17058
16 H 1.01212 5.29958 -4.23392
17 H -1.12848 -0.82554 0.93352
18 H -0.36917 -0.30488 3.57115
19 H 2.31393 5.32972 -3.39829

Kohn-Sham gap ... 8.30 eV
ΔE to the lowest compared entry with this formula, charge and spin ... 65.0 kcal per mole
Electronic energy ... -9919.4101 eV
Charge ... +1
Largest force on an atom ... 1.652 eV/Å
HOMO ... -13.410 eV